# 1
The following is a DFT calculation (ωB97M-V/def2-TZVPD) of C25H28Cl5IN2OSi2Ti as an isolated structure in a non-equilibrium geometry.

Output
Frontier orbital gap in eV: 4.34
DFT total energy in Eh: -5181.33539
Relative energy (zero: lowest compared OMol25 entry of this formula, charge and spin) in kcal per mole: 29.96
Total charge: -2
LUMO energy in eV: 4.14

Cartesian coordinates (Å):
Ti (0.61, 0.73, -0.02)
Cl (-2.44, 3.12, -0.81)
C (-1.81, 1.96, -1.93)
C (-0.59, 1.36, -1.68)
C (0.00, 0.77, -2.79)
Cl (1.71, 0.45, -2.67)
C (-0.66, 0.54, -4.00)
Cl (0.14, -0.28, -5.30)
C (-1.96, 0.99, -4.14)
Cl (-2.84, 0.66, -5.59)
C (-2.52, 1.75, -3.12)
Cl (-4.10, 2.43, -3.34)
I (2.04, 3.16, -0.21)
C (1.14, 0.76, 2.12)
C (2.09, 0.58, 3.08)
C (1.76, 0.25, 4.41)
C (0.43, 0.05, 4.72)
C (-0.54, 0.19, 3.73)
N (-0.19, 0.58, 2.47)
H (3.13, 0.72, 2.80)
H (2.53, 0.16, 5.17)
H (0.12, -0.23, 5.71)
H (-1.59, 0.01, 3.90)
C (-1.00, 0.75, 1.35)
C (-2.41, 1.04, 1.60)
C (-3.42, 0.48, 0.80)
C (-4.76, 0.82, 0.96)
C (-5.16, 1.71, 1.95)
C (-4.17, 2.26, 2.77)
C (-2.84, 1.93, 2.60)
H (-3.13, -0.22, 0.03)
H (-5.50, 0.37, 0.31)
H (-6.20, 1.98, 2.07)
H (-4.45, 2.98, 3.54)
H (-2.08, 2.40, 3.23)
O (1.87, -0.90, 0.21)
N (0.56, -1.13, -0.41)
C (-2.12, -2.61, -1.48)
Si (-0.53, -3.43, -0.95)
C (-0.37, -5.05, -1.91)
C (-0.60, -3.81, 0.87)
C (0.80, -2.20, -1.37)
Si (2.67, -2.49, -1.03)
C (2.98, -3.60, 0.45)
C (4.16, -1.36, -1.26)
C (3.06, -3.69, -2.49)
H (-3.02, -3.11, -1.10)
H (-2.18, -2.57, -2.58)
H (-2.10, -1.59, -1.11)
H (-1.27, -5.66, -1.77)
H (0.49, -5.63, -1.57)
H (-0.25, -4.86, -2.98)
H (-1.54, -4.31, 1.13)
H (-0.55, -2.86, 1.42)
H (0.23, -4.44, 1.19)
H (0.64, -1.92, -2.43)
H (2.73, -3.09, 1.39)
H (4.04, -3.89, 0.47)
H (2.39, -4.52, 0.38)
H (4.25, -0.66, -0.42)
H (4.09, -0.76, -2.18)
H (5.07, -1.97, -1.34)
H (2.40, -4.57, -2.49)
H (4.10, -4.06, -2.42)
H (2.95, -3.19, -3.46)

# 2
The following is a DFT calculation (ωB97M-V/def2-TZVPD) of a 2-piece molecular cluster, C5H9NO2 overall in a non-equilibrium geometry.

Output
Frontier orbital gap in eV: 7.28
DFT total energy in Eh: -400.85529
Relative energy (zero: lowest compared OMol25 entry of this formula, charge and spin) in kcal per mole: 201.72
LUMO energy in eV: -0.82

Cartesian coordinates (Å):
C (-1.92, -0.61, -0.60)
C (0.12, 0.68, -0.03)
C (-0.48, 1.48, 2.05)
C (0.70, -0.32, -0.87)
C (2.19, -0.73, -1.21)
H (-2.92, -0.42, -1.17)
H (-2.39, -0.62, 0.49)
H (-1.06, -1.57, -0.95)
H (1.29, 0.29, 2.03)
H (-0.31, 1.38, 3.33)
H (-0.12, -0.47, -1.64)
H (2.59, -0.06, -2.11)
H (2.70, -0.92, -0.20)
H (2.10, -1.61, -1.64)
N (0.52, 1.12, 1.14)
O (-1.31, 0.75, -0.49)
O (-1.68, 1.64, 1.87)

# 3
The following is a DFT calculation (ωB97M-V/def2-TZVPD) of BaH16O8 as an isolated structure.

Output
Frontier orbital gap in eV: 12.36
DFT total energy in Eh: -636.62241
Relative energy (zero: lowest compared OMol25 entry of this formula, charge and spin) in kcal per mole: 11.33
Total charge: +2
LUMO energy in eV: -6.17

Cartesian coordinates (Å):
Ba (-0.57, -0.38, -0.28)
O (1.87, 0.66, -1.31)
H (2.70, 0.22, -1.51)
H (1.49, 0.90, -2.17)
O (-1.30, -0.49, 2.58)
H (-1.25, 0.16, 3.29)
H (-2.19, -0.88, 2.67)
O (1.60, -0.44, 1.49)
H (1.86, -1.22, 2.01)
H (2.44, 0.04, 1.35)
O (0.69, -1.84, -2.55)
H (0.92, -1.30, -3.32)
H (1.19, -2.66, -2.67)
O (0.02, -2.85, 0.74)
H (0.78, -3.43, 0.62)
H (-0.61, -3.37, 1.26)
O (-2.59, 1.46, 0.32)
H (-2.26, 1.91, 1.10)
H (-3.52, 1.73, 0.24)
O (-0.70, 1.45, -2.34)
H (-1.37, 1.48, -3.04)
H (-0.32, 2.34, -2.33)
O (0.10, 2.02, 1.02)
H (0.00, 2.79, 1.61)
H (0.99, 1.71, 1.21)

# 4
The following is a DFT calculation (ωB97M-V/def2-TZVPD) of C3H10AsBBrF3O4P as an isolated structure in a non-equilibrium geometry.

Output
Frontier orbital gap in eV: 7.26
DFT total energy in Eh: -5896.94995
Relative energy (zero: lowest compared OMol25 entry of this formula, charge and spin) in kcal per mole: 35.88
Total charge: -1
LUMO energy in eV: 2.63

Cartesian coordinates (Å):
C (-2.33, 1.25, 0.74)
C (-0.84, 1.34, 1.36)
B (0.29, 0.99, 0.27)
O (0.50, 1.97, -0.79)
As (1.49, -0.65, 0.22)
Br (2.52, -0.07, 2.37)
C (0.12, -1.86, 1.20)
F (0.56, -3.20, 1.04)
F (0.08, -1.70, 2.60)
F (-1.16, -1.84, 0.66)
P (0.57, -1.19, -1.86)
O (0.43, -2.71, -2.05)
O (1.51, -0.55, -3.15)
O (-0.99, -0.47, -2.06)
H (-2.44, 0.38, 0.04)
H (-2.63, 2.20, 0.22)
H (-3.03, 1.09, 1.63)
H (-0.71, 2.44, 1.62)
H (-0.75, 0.78, 2.34)
H (1.15, 2.63, -0.48)
H (2.48, -1.86, 0.18)
H (2.60, 0.24, -0.45)
H (1.39, 0.42, -3.13)
H (-0.80, 0.37, -2.52)

# 5
The following is a DFT calculation (ωB97M-V/def2-TZVPD) of C21H26N3NaO9S3 as an isolated structure.

Output
Frontier orbital gap in eV: 5.99
DFT total energy in Eh: -3014.21607
Relative energy (zero: lowest compared OMol25 entry of this formula, charge and spin) in kcal per mole: 0.00
Total charge: -2
LUMO energy in eV: 3.99

Cartesian coordinates (Å):
Na (1.87, -0.13, -0.77)
C (1.85, -1.27, 2.71)
O (2.48, -0.33, 1.88)
C (2.54, 0.95, 2.45)
C (3.32, 1.84, 1.50)
O (2.67, 2.05, 0.26)
C (1.56, 2.93, 0.36)
H (2.44, -1.43, 3.62)
H (1.79, -2.20, 2.15)
H (0.84, -0.94, 2.98)
H (3.07, 0.92, 3.41)
H (1.52, 1.33, 2.63)
H (4.27, 1.36, 1.27)
H (3.51, 2.81, 1.99)
H (1.86, 3.85, 0.88)
H (0.73, 2.46, 0.89)
H (1.25, 3.15, -0.65)
S (5.90, -0.44, -0.30)
C (4.90, -1.82, -0.26)
N (3.60, -1.91, -0.45)
C (3.15, -3.21, -0.33)
C (1.82, -3.61, -0.47)
C (1.49, -4.94, -0.32)
C (2.47, -5.90, -0.03)
C (3.79, -5.52, 0.11)
C (4.13, -4.18, -0.04)
S (5.67, -3.39, 0.09)
H (1.06, -2.87, -0.67)
H (0.46, -5.25, -0.42)
H (2.19, -6.94, 0.09)
H (4.56, -6.26, 0.34)
C (-2.57, 2.99, -4.08)
C (-3.05, 2.83, -2.66)
C (-4.41, 2.75, -2.37)
C (-4.85, 2.48, -1.08)
C (-3.93, 2.34, -0.07)
C (-2.56, 2.45, -0.33)
C (-2.13, 2.68, -1.62)
S (-4.44, 1.82, 1.55)
O (-4.11, 2.85, 2.51)
O (-5.81, 1.39, 1.43)
N (-3.50, 0.54, 1.89)
C (-3.47, -0.57, 0.93)
C (-2.17, -1.35, 1.11)
C (-0.90, -0.51, 0.89)
O (-0.81, 0.56, 1.57)
O (-0.04, -0.94, 0.09)
H (-3.31, 3.50, -4.70)
H (-2.36, 2.01, -4.50)
H (-1.64, 3.54, -4.11)
H (-5.13, 2.86, -3.17)
H (-5.91, 2.36, -0.86)
H (-1.83, 2.27, 0.45)
H (-1.07, 2.66, -1.84)
H (-2.52, 0.82, 2.10)
H (-3.51, -0.21, -0.10)
H (-4.34, -1.20, 1.09)
H (-2.16, -2.19, 0.41)
H (-2.12, -1.76, 2.12)
O (-0.57, 0.52, -3.56)
N (0.47, 0.48, -2.89)
O (1.25, -0.49, -2.98)
O (0.76, 1.42, -2.11)

# 6
The following is a DFT calculation (ωB97M-V/def2-TZVPD) of an isolated ion of composition C3H7N3 and charge +2 in a non-equilibrium geometry.

Output
Frontier orbital gap (alpha / beta) in eV: 8.09 / 8.10
DFT total energy in Eh: -281.94269
Relative energy (zero: lowest compared OMol25 entry of this formula, charge and spin) in kcal per mole: 90.79
Total charge: +2
LUMO energy (alpha / beta) in eV: -11.97 / -11.97

Cartesian coordinates (Å):
C (1.65, -0.30, -0.55)
C (-0.81, 0.33, 0.49)
C (-0.72, -0.76, -0.44)
N (1.44, 0.66, 0.26)
N (0.62, -1.04, -0.94)
N (-1.53, 1.04, 1.20)
H (2.78, -0.22, -0.85)
H (-1.09, -1.55, 0.31)
H (-1.39, -0.69, -1.20)
H (2.13, 1.42, 0.37)
H (0.72, -1.52, -1.81)
H (-2.62, 0.82, 1.31)
H (-1.17, 1.82, 1.85)

# 7
The following is a DFT calculation (ωB97M-V/def2-TZVPD) of an isolated ion of composition C9H18N4 and charge +2 in a non-equilibrium geometry.

Output
Frontier orbital gap (alpha / beta) in eV: 6.30 / 6.68
DFT total energy in Eh: -571.91438
Relative energy (zero: lowest compared OMol25 entry of this formula, charge and spin) in kcal per mole: 100.12
Total charge: +2
LUMO energy (alpha / beta) in eV: -9.58 / -9.37

Cartesian coordinates (Å):
C (-0.12, 2.31, 0.77)
C (-2.18, 1.21, 0.49)
C (1.86, 1.39, -0.10)
C (-1.04, -2.28, 0.46)
C (-1.98, -1.20, -1.37)
C (0.63, -1.59, -1.17)
C (4.04, 0.56, 0.71)
C (-0.20, -0.04, 0.38)
C (-0.67, -1.10, -0.51)
N (-0.81, 1.19, 0.54)
N (1.19, 2.22, 0.44)
N (-2.82, 2.34, 0.67)
N (2.94, 0.71, -0.26)
H (-0.42, 3.36, 0.83)
H (-2.86, 0.39, 0.58)
H (-1.38, -3.25, -0.07)
H (-1.75, -2.13, 1.17)
H (-0.14, -2.49, 1.16)
H (-2.97, -1.08, -0.90)
H (-1.98, -0.37, -2.12)
H (-1.86, -2.10, -1.94)
H (0.93, -0.72, -1.83)
H (1.30, -1.98, -0.54)
H (0.30, -2.53, -1.74)
H (4.14, -0.48, 0.92)
H (3.91, 0.81, 1.74)
H (4.78, 1.15, 0.26)
H (0.52, -0.16, 1.04)
H (-3.79, 2.48, 0.93)
H (-2.58, 3.31, 0.52)
H (3.01, 0.08, -1.05)

# 8
The following is a DFT calculation (ωB97M-V/def2-TZVPD) of C42H35BBrF4MnN7O14 as an isolated structure in a non-equilibrium geometry.

Output
Frontier orbital gap (alpha / beta) in eV: 7.11 / 7.13
DFT total energy in Eh: -7207.02781
Relative energy (zero: lowest compared OMol25 entry of this formula, charge and spin) in kcal per mole: 0.00
Multiplicity: 6
LUMO energy (alpha / beta) in eV: -1.25 / -1.28

Cartesian coordinates (Å):
Mn (0.77, 0.70, -0.41)
Br (-1.30, -0.31, -1.52)
B (0.73, 3.12, -0.03)
F (0.52, 4.50, 0.07)
F (1.36, 2.55, 1.05)
F (-0.39, 2.38, -0.17)
F (1.42, 2.79, -1.14)
C (3.61, 3.21, -5.70)
C (3.69, 3.33, -4.34)
C (3.39, 2.23, -3.54)
C (2.85, 1.05, -4.16)
C (2.77, 1.01, -5.52)
C (3.25, 2.03, -6.32)
N (2.21, 0.03, -3.30)
O (2.22, 0.17, -2.07)
O (1.67, -1.00, -3.81)
H (3.71, 4.02, -6.41)
H (3.99, 4.24, -3.83)
H (3.49, 2.31, -2.47)
H (2.38, 0.12, -5.99)
H (3.21, 2.09, -7.40)
C (0.77, -6.25, -2.40)
C (0.44, -4.96, -2.91)
C (0.80, -3.89, -2.12)
C (1.56, -3.96, -0.90)
C (1.84, -5.26, -0.40)
C (1.40, -6.41, -1.11)
N (1.83, -2.80, -0.05)
O (2.36, -3.02, 1.04)
O (1.39, -1.70, -0.37)
H (0.37, -7.10, -2.93)
H (0.09, -4.82, -3.93)
H (0.45, -2.93, -2.46)
H (2.34, -5.30, 0.56)
H (1.44, -7.43, -0.75)
C (-4.63, 5.05, -2.62)
C (-3.80, 4.11, -1.98)
C (-2.46, 4.00, -2.45)
C (-2.06, 4.57, -3.65)
C (-2.89, 5.48, -4.28)
C (-4.12, 5.75, -3.72)
N (-0.74, 4.21, -4.27)
O (-0.51, 4.56, -5.40)
O (-0.03, 3.41, -3.66)
H (-5.55, 5.42, -2.17)
H (-4.01, 3.58, -1.06)
H (-1.80, 3.22, -2.11)
H (-2.64, 6.02, -5.17)
H (-4.72, 6.51, -4.20)
C (-1.89, 3.12, 2.36)
C (-2.85, 2.59, 1.48)
C (-4.11, 2.18, 1.95)
C (-4.45, 2.33, 3.33)
C (-3.46, 2.71, 4.19)
C (-2.16, 3.04, 3.71)
N (-5.75, 1.91, 3.95)
O (-6.61, 1.48, 3.20)
O (-5.87, 1.92, 5.19)
H (-0.90, 3.43, 2.05)
H (-2.63, 2.50, 0.42)
H (-4.81, 1.74, 1.26)
H (-3.57, 2.80, 5.26)
H (-1.46, 3.42, 4.44)
C (6.71, 1.61, 3.39)
C (7.13, 0.69, 2.46)
C (6.26, 0.34, 1.42)
C (4.91, 0.75, 1.36)
C (4.52, 1.73, 2.29)
C (5.42, 2.06, 3.34)
N (3.99, 0.17, 0.43)
O (4.49, -0.33, -0.61)
O (2.77, 0.32, 0.58)
H (7.31, 1.79, 4.28)
H (8.03, 0.16, 2.72)
H (6.53, -0.41, 0.70)
H (3.51, 2.10, 2.41)
H (5.10, 2.73, 4.13)
C (-3.10, -0.63, 5.22)
C (-3.28, -0.70, 3.85)
C (-2.11, -0.59, 3.07)
C (-0.81, -0.48, 3.61)
C (-0.68, -0.42, 5.00)
C (-1.85, -0.45, 5.82)
N (0.39, -0.53, 2.72)
O (1.42, -1.15, 3.02)
O (0.29, 0.11, 1.68)
H (-3.99, -0.70, 5.81)
H (-4.27, -0.83, 3.44)
H (-2.21, -0.51, 2.00)
H (0.29, -0.25, 5.45)
H (-1.83, -0.22, 6.88)
C (-1.97, -7.58, -0.67)
C (-1.29, -7.42, 0.48)
C (-1.14, -6.18, 1.18)
C (-1.83, -5.04, 0.69)
C (-2.64, -5.24, -0.49)
C (-2.67, -6.49, -1.13)
N (-1.76, -3.71, 1.25)
O (-0.69, -3.23, 1.57)
O (-2.78, -3.05, 1.26)
H (-2.15, -8.54, -1.13)
H (-0.91, -8.32, 0.94)
H (-0.70, -6.13, 2.16)
H (-3.31, -4.50, -0.90)
H (-3.25, -6.69, -2.02)

# 9
The following is a DFT calculation (ωB97M-V/def2-TZVPD) of a 2-piece molecular cluster, C30H38ClF5N3O6S overall in a non-equilibrium geometry.

Output
Frontier orbital gap in eV: 6.11
DFT total energy in Eh: -3138.90595
Total charge: +1
LUMO energy in eV: -5.00

Cartesian coordinates (Å):
C (0.64, 3.64, 0.35)
C (-0.76, 2.90, 0.32)
C (-0.69, 1.38, 0.78)
N (0.44, 0.58, 0.27)
C (0.35, 0.05, -1.09)
C (0.73, 1.02, -2.28)
C (1.74, 0.33, -3.31)
C (1.89, 1.19, -4.65)
O (1.75, 2.61, -4.43)
C (1.27, -0.08, 1.19)
N (2.64, 0.39, 1.35)
S (2.73, 1.79, 2.38)
C (3.34, 0.55, 0.07)
C (4.90, 0.54, 0.35)
O (5.51, 1.52, 0.63)
Cl (5.75, -1.05, 0.24)
N (0.84, -1.07, 1.95)
C (1.85, -1.63, 2.93)
C (2.93, -2.58, 2.23)
C (2.48, -4.07, 2.36)
C (1.77, -4.74, 1.25)
C (1.32, -6.14, 1.31)
C (1.59, -6.98, 2.50)
C (2.29, -6.31, 3.62)
C (2.72, -4.90, 3.56)
C (-0.49, -1.64, 1.98)
F (-0.51, -2.97, 2.36)
F (-1.23, -1.61, 0.83)
C (-1.38, -0.90, 3.12)
F (-2.48, -0.28, 2.58)
F (-1.90, -1.84, 3.98)
F (-0.63, -0.06, 3.91)
O (-1.29, 3.09, -0.99)
C (-2.70, 2.87, -1.07)
C (-3.55, 4.03, -0.40)
C (-4.17, 3.67, 0.91)
C (-4.95, 4.63, 1.70)
C (-5.11, 5.99, 1.13)
C (-4.49, 6.34, -0.17)
C (-3.69, 5.37, -0.96)
H (1.47, 3.05, -0.09)
H (0.49, 4.66, -0.10)
H (0.91, 3.82, 1.44)
H (-1.39, 3.43, 1.11)
H (-1.65, 0.83, 0.53)
H (-0.63, 1.40, 1.91)
H (1.02, -0.86, -1.18)
H (-0.70, -0.35, -1.25)
H (-0.22, 1.18, -2.88)
H (1.06, 2.05, -1.97)
H (1.30, -0.66, -3.64)
H (2.76, 0.20, -2.86)
H (1.24, 0.84, -5.48)
H (2.96, 1.03, -4.99)
H (2.26, 2.85, -3.64)
H (2.12, 1.45, 3.58)
H (3.03, -0.18, -0.72)
H (3.13, 1.58, -0.34)
H (1.36, -2.27, 3.72)
H (2.34, -0.81, 3.54)
H (2.97, -2.29, 1.14)
H (3.92, -2.47, 2.75)
H (1.54, -4.18, 0.31)
H (0.79, -6.65, 0.47)
H (1.26, -8.04, 2.59)
H (2.49, -6.93, 4.53)
H (3.23, -4.45, 4.46)
H (-3.05, 1.88, -0.67)
H (-2.96, 2.93, -2.17)
H (-4.01, 2.65, 1.33)
H (-5.37, 4.30, 2.68)
H (-5.68, 6.72, 1.74)
H (-4.63, 7.40, -0.52)
H (-3.20, 5.66, -1.93)
C (-3.10, -2.76, -3.50)
C (-1.83, -2.67, -2.71)
O (-0.83, -2.60, -3.71)
C (-1.42, -2.11, -4.84)
O (-0.83, -1.78, -5.81)
O (-2.77, -2.06, -4.70)
H (-3.94, -2.28, -2.99)
H (-3.37, -3.79, -3.75)
H (-1.78, -1.77, -2.10)
H (-1.68, -3.54, -2.07)

# 10
The following is a DFT calculation (ωB97M-V/def2-TZVPD) of C3H5N3 as an isolated structure in a non-equilibrium geometry.

Output
Frontier orbital gap in eV: 10.28
DFT total energy in Eh: -281.44039
Relative energy (zero: lowest compared OMol25 entry of this formula, charge and spin) in kcal per mole: 93.91
LUMO energy in eV: 0.31

Cartesian coordinates (Å):
C (-1.62, -0.41, 0.09)
N (-0.22, 0.85, -0.44)
C (0.90, 1.00, 0.29)
C (1.72, -0.11, 0.04)
N (1.07, -0.98, -0.77)
N (-0.08, -0.41, -1.10)
H (-1.39, -1.45, 0.35)
H (-1.81, 0.21, 0.97)
H (-2.36, -0.31, -0.69)
H (1.07, 1.87, 0.91)
H (2.74, -0.29, 0.35)

# 11
The following is a DFT calculation (ωB97M-V/def2-TZVPD) of a single C2H3NOS2 molecule in a non-equilibrium geometry.

Output
Frontier orbital gap in eV: 8.37
DFT total energy in Eh: -1004.28458
Relative energy (zero: lowest compared OMol25 entry of this formula, charge and spin) in kcal per mole: 64.61
LUMO energy in eV: -0.72
SMILES: O/N=C\C(=S)S

Cartesian coordinates (Å):
C (0.05, -0.87, 0.89)
C (0.11, -0.25, -0.47)
H (0.16, 1.49, 2.73)
H (0.07, -1.98, 0.96)
H (-1.88, 0.56, 0.34)
N (0.02, -0.22, 2.01)
O (0.08, 1.17, 1.81)
S (-1.51, 0.19, -0.88)
S (1.50, -0.26, -1.32)

# 12
The following is a DFT calculation (ωB97M-V/def2-TZVPD) of C9H16BiClIrNO as an isolated structure in a non-equilibrium geometry.

Output
Frontier orbital gap (alpha / beta) in eV: 5.16 / 7.07
DFT total energy in Eh: -1261.27189
Relative energy (zero: lowest compared OMol25 entry of this formula, charge and spin) in kcal per mole: 51.49
Multiplicity: 6
Total charge: -1
LUMO energy (alpha / beta) in eV: 2.88 / 2.85

Cartesian coordinates (Å):
Ir (-0.18, 0.10, 0.39)
Cl (-1.26, -1.18, -1.13)
C (1.08, -0.91, 1.48)
H (1.60, -0.24, 2.19)
H (1.84, -1.43, 0.88)
H (0.55, -1.68, 2.08)
Bi (0.87, -1.34, -4.12)
C (0.92, -3.29, -3.10)
C (-0.90, -0.07, -4.40)
C (2.64, -0.62, -4.80)
H (-0.65, 0.84, -3.88)
H (-0.97, 0.07, -5.47)
H (-1.73, -0.59, -3.97)
H (1.59, -3.14, -2.27)
H (-0.09, -3.51, -2.80)
H (1.32, -3.97, -3.84)
H (3.52, -1.21, -4.66)
H (2.64, 0.34, -5.29)
O (-0.91, 1.77, 0.79)
N (-1.05, 1.81, 2.24)
C (-1.80, 0.82, 2.86)
C (-1.95, 0.93, 4.24)
C (-1.23, 1.90, 4.95)
C (-0.44, 2.81, 4.27)
C (-0.36, 2.76, 2.87)
H (-1.57, -0.21, 2.49)
H (-2.55, 0.22, 4.83)
H (-1.32, 1.92, 6.04)
H (0.13, 3.59, 4.78)
H (0.28, 3.50, 2.35)